{
  "formula": "C46H79IN15O4S2",
  "method": "ωB97M-V/def2-TZVPD",
  "species": ["C", "C", "C", "C", "C", "C", "C", "C", "C", "C", "C", "C", "C", "C", "C", "S", "O", "O", "N", "S", "O", "O", "C", "C", "C", "I", "H", "H", "H", "H", "H", "H", "H", "H", "H", "H", "H", "H", "H", "H", "H", "H", "H", "H", "H", "H", "H", "H", "H", "H", "H", "H", "H", "H", "H", "H", "H", "H", "H", "H", "H", "H", "H", "C", "C", "N", "H", "H", "H", "C", "C", "N", "H", "H", "H", "C", "C", "N", "H", "H", "H", "C", "C", "N", "H", "H", "H", "C", "C", "N", "H", "H", "H", "C", "C", "N", "H", "H", "H", "C", "C", "N", "H", "H", "H", "C", "C", "N", "H", "H", "H", "C", "C", "N", "H", "H", "H", "C", "C", "N", "H", "H", "H", "C", "C", "N", "H", "H", "H", "C", "C", "N", "H", "H", "H", "C", "C", "N", "H", "H", "H", "C", "C", "N", "H", "H", "H"],
  "positions_angstrom": [[5.0815, -2.6783, 1.5917], [5.7966, -1.3213, 1.5697], [5.8110, -0.7433, 0.1528], [6.5700, 0.5819, 0.1736], [5.6415, 1.7357, 0.5063], [4.5274, 1.9795, -0.5557], [3.0636, 1.8698, -0.0481], [2.3904, 3.2375, 0.1901], [1.2985, 3.5902, -0.8581], [0.2836, 4.5683, -0.2812], [-0.6442, 3.8428, 0.7026], [-2.0030, 3.4743, 0.0414], [-2.3818, 2.0277, 0.3830], [-3.8388, 1.7051, 0.0199], [-4.1001, 1.4958, -1.4863], [-3.4972, -0.0087, -2.2375], [-3.8763, -1.1926, -1.4907], [-4.1256, 0.0003, -3.5443], [-1.9176, 0.2186, -2.3993], [-1.0783, -0.9764, -1.7352], [0.3059, -0.5438, -1.7448], [-1.1556, -2.2253, -2.4578], [-1.4786, -1.2393, 0.0030], [-1.7523, -2.7180, 0.2115], [-2.3930, -2.8549, 1.5898], [0.0981, -3.7931, 0.2624], [5.7666, -3.4944, 1.7160], [4.3917, -2.6935, 2.4153], [4.5362, -2.7867, 0.6680], [5.3168, -0.6380, 2.2620], [6.8109, -1.5165, 1.9064], [6.3694, -1.4393, -0.4653], [4.8113, -0.6546, -0.2554], [7.0560, 0.7123, -0.7873], [7.3337, 0.4754, 0.9383], [5.2313, 1.6068, 1.5007], [6.2396, 2.6449, 0.5459], [4.6514, 2.9844, -0.9463], [4.6735, 1.2878, -1.3789], [3.0474, 1.3134, 0.8803], [2.5043, 1.3029, -0.7832], [1.9502, 3.2623, 1.1789], [3.1525, 3.9954, 0.1068], [0.7925, 2.6914, -1.2046], [1.8078, 3.9822, -1.7343], [0.7965, 5.4144, 0.1530], [-0.3404, 4.9465, -1.0862], [-0.1448, 2.9156, 0.9638], [-0.8120, 4.3767, 1.6273], [-2.7778, 4.1602, 0.3562], [-1.8584, 3.4510, -1.0327], [-1.6881, 1.4145, -0.1768], [-2.2442, 1.8451, 1.4432], [-4.5296, 2.4684, 0.3632], [-4.1169, 0.7777, 0.5177], [-3.5644, 2.2775, -2.0136], [-5.1476, 1.5943, -1.7281], [-2.3996, -0.7411, 0.2637], [-0.6712, -0.9089, 0.6360], [-2.4063, -3.0839, -0.5565], [-2.4727, -3.9083, 1.8285], [-1.7753, -2.3757, 2.3359], [-3.3805, -2.4062, 1.5664], [-2.1577, -5.9038, 5.0678], [-1.0303, -5.3308, 4.3390], [-0.1569, -4.8804, 3.7590], [-2.1750, -6.9823, 4.9288], [-2.0619, -5.6810, 6.1280], [-3.0886, -5.4807, 4.6964], [-7.4994, 0.9491, 0.8907], [-7.6487, 2.0214, 1.8653], [-7.7599, 2.8597, 2.6156], [-8.4555, 0.7437, 0.4219], [-6.7808, 1.2423, 0.1275], [-7.1445, 0.0465, 1.3838], [4.5917, -3.9379, 6.2252], [5.3947, -3.9967, 5.0104], [6.0694, -3.9389, 4.0925], [4.6040, -4.9072, 6.7146], [4.9999, -3.1842, 6.8973], [3.5706, -3.6779, 5.9762], [-4.1826, 0.8955, -6.3800], [-4.7453, 0.7598, -7.7220], [-5.1857, 0.6409, -8.7602], [-4.6243, 0.1625, -5.7114], [-3.1076, 0.7392, -6.4150], [-4.3846, 1.8916, -5.9949], [3.7669, -7.1229, 2.3479], [3.8474, -6.8351, 3.7662], [3.9011, -6.6111, 4.8691], [4.0573, -8.1550, 2.1646], [2.7479, -6.9695, 1.9969], [4.4334, -6.4629, 1.8098], [-0.0732, 0.8880, -5.1413], [-0.1226, 1.5500, -6.4429], [-0.1611, 2.0590, -7.4556], [0.6566, 1.3787, -4.5015], [-1.0491, 0.9315, -4.6602], [0.2095, -0.1528, -5.2666], [1.6700, -1.8401, -6.8479], [2.3419, -2.9945, -7.4375], [2.8668, -3.8880, -7.8942], [1.2803, -1.2016, -7.6389], [0.8465, -2.1707, -6.2179], [2.3747, -1.2700, -6.2463], [-5.6890, -2.7974, -7.5956], [-6.4128, -3.8472, -6.8832], [-6.9745, -4.6641, -6.3351], [-5.6635, -3.0238, -8.6587], [-6.1840, -1.8406, -7.4494], [-4.6700, -2.7319, -7.2206], [-10.3040, 1.4444, 5.0011], [-9.6867, 0.2168, 4.5084], [-9.2069, -0.7342, 4.1231], [-10.7165, 2.0091, 4.1682], [-11.1021, 1.1987, 5.6986], [-9.5595, 2.0534, 5.5080], [0.4425, -4.6000, -3.4008], [1.1445, -5.7306, -4.0098], [1.6965, -6.6037, -4.4811], [0.0428, -3.9481, -4.1729], [-0.3761, -4.9572, -2.7836], [1.1217, -4.0373, -2.7856], [5.3671, 5.4223, 2.4468], [3.9777, 5.6881, 2.0944], [2.8981, 5.8947, 1.8228], [5.7586, 4.6241, 1.8187], [5.9669, 6.3179, 2.3022], [5.4286, 5.1155, 3.4895], [-10.0674, 2.4754, -2.3015], [-10.3726, 2.1038, -0.9234], [-10.6030, 1.8148, 0.1474], [-9.6928, 1.6086, -2.8417], [-10.9669, 2.8406, -2.7913], [-9.3115, 3.2574, -2.3123], [7.9313, 7.2018, 5.4716], [7.7733, 7.5291, 4.0581], [7.6508, 7.7808, 2.9606], [8.6637, 7.8669, 5.9228], [6.9790, 7.3179, 5.9841], [8.2699, 6.1735, 5.5752], [7.2956, -0.3821, 5.1738], [6.5494, 0.7979, 5.6009], [5.9747, 1.7168, 5.9308], [6.6429, -1.0577, 4.6231], [8.1198, -0.0832, 4.5302], [7.6931, -0.9014, 6.0430]],
  "atomic_forces_ev_per_a": [[-0.185, 0.738, -0.056], [-0.419, -0.913, -0.542], [1.089, 0.022, 0.853], [-0.748, -0.398, -0.184], [0.089, 0.722, -0.741], [-0.183, -0.186, 0.759], [0.515, 0.356, -0.268], [-0.447, -0.713, -0.953], [0.616, -0.121, 0.478], [-0.195, -0.086, -0.239], [-0.349, -0.128, -0.764], [1.006, -1.006, 0.675], [-0.779, 0.871, -0.068], [0.307, -1.106, -0.547], [0.801, 0.541, 0.841], [-0.953, -0.324, -1.730], [0.207, 0.368, 0.990], [0.065, 0.584, -0.277], [-0.993, -0.567, 1.259], [3.087, 0.169, -1.250], [0.229, 0.973, 0.546], [-1.421, -0.432, 0.102], [-0.665, -0.875, -0.593], [0.028, 0.687, 1.323], [0.144, -0.520, -0.533], [0.046, -0.232, -0.149], [0.250, -0.359, -0.058], [-0.443, -0.332, 0.280], [-0.375, -0.260, -0.285], [-0.027, 0.273, 0.149], [0.309, 0.424, 0.071], [-0.072, -0.295, -0.267], [-0.249, 0.046, -0.029], [0.144, 0.394, -0.190], [0.363, 0.217, 0.028], [-0.286, -0.117, 0.246], [0.181, 0.165, 0.197], [0.100, 0.139, -0.297], [0.088, -0.097, -0.196], [0.009, -0.360, 0.194], [-0.312, -0.191, -0.022], [0.020, 0.181, 0.259], [0.137, 0.405, 0.350], [-0.173, -0.276, 0.086], [-0.020, 0.266, -0.239], [0.163, 0.215, 0.266], [-0.023, 0.287, -0.198], [0.016, -0.267, 0.266], [-0.015, 0.285, 0.232], [-0.266, 0.303, -0.212], [-0.203, 0.587, -0.335], [0.068, -0.356, 0.054], [0.085, -0.076, 0.288], [0.033, 0.287, 0.217], [-0.224, -0.138, 0.201], [-0.006, 0.129, -0.402], [-0.323, -0.280, -0.146], [-0.128, 0.329, -0.047], [0.388, 0.318, -0.131], [0.066, -0.386, -0.427], [-0.173, -0.182, 0.270], [0.107, 0.125, 0.311], [-0.236, 0.132, 0.049], [0.061, 0.044, -0.052], [-0.679, -0.329, 0.393], [0.713, 0.282, -0.267], [-0.016, -0.021, 0.005], [-0.016, -0.006, 0.024], [-0.022, 0.001, -0.003], [0.127, -0.082, 0.015], [0.198, -1.700, -1.537], [-0.261, 1.715, 1.589], [-0.061, -0.026, 0.054], [0.048, -0.019, 0.009], [0.021, -0.006, 0.015], [0.118, -0.107, 0.056], [-0.372, 0.309, 0.896], [0.683, -0.157, -0.539], [-0.070, -0.039, -0.022], [0.026, 0.032, -0.048], [-0.201, -0.018, -0.040], [-0.125, -0.048, -0.264], [0.835, 0.253, 1.784], [-0.799, -0.246, -1.748], [0.057, 0.025, 0.096], [0.041, -0.006, 0.017], [0.006, 0.010, 0.052], [-0.138, -0.130, -0.099], [-0.209, -0.506, -2.417], [0.124, 0.441, 2.715], [0.007, -0.017, -0.024], [-0.001, 0.030, -0.003], [0.137, 0.160, -0.159], [-0.080, 0.164, -0.117], [0.112, -0.906, 1.751], [-0.082, 0.841, -1.727], [-0.015, -0.023, 0.075], [0.037, -0.066, 0.120], [-0.029, -0.046, 0.089], [0.023, -0.061, -0.093], [-0.909, 1.546, 0.834], [0.916, -1.518, -0.831], [-0.023, 0.041, 0.014], [0.007, -0.028, 0.020], [-0.001, 0.004, 0.034], [-0.050, -0.075, 0.084], [1.007, 1.415, -0.953], [-0.996, -1.405, 0.920], [0.006, 0.036, -0.029], [0.013, 0.036, -0.038], [0.015, 0.014, 0.016], [0.003, -0.060, -0.015], [-0.810, 1.703, 0.618], [0.832, -1.648, -0.654], [0.039, 0.012, -0.039], [-0.014, -0.006, 0.011], [0.032, 0.025, -0.033], [-0.065, -0.378, -0.437], [-0.863, 1.378, 0.723], [0.821, -1.347, -0.675], [-0.058, 0.033, 0.031], [-0.040, 0.061, 0.034], [0.181, 0.278, 0.265], [-0.063, -0.009, -0.079], [1.888, -0.300, 0.559], [-1.868, 0.534, -0.367], [-0.004, -0.049, 0.002], [-0.038, -0.039, -0.034], [0.000, -0.043, 0.014], [-0.001, -0.032, 0.074], [0.346, 0.537, -1.868], [-0.471, -0.472, 1.801], [0.011, -0.006, -0.021], [-0.010, 0.007, -0.023], [0.015, 0.014, -0.012], [-0.019, 0.009, -0.074], [0.269, -0.391, 1.921], [-0.150, 0.473, -1.835], [0.012, 0.010, 0.018], [-0.012, -0.009, 0.020], [-0.005, -0.023, 0.018], [-0.100, 0.012, 0.001], [1.016, -1.594, -0.602], [-0.967, 1.609, 0.578], [0.027, -0.029, -0.031], [0.006, -0.011, -0.031], [0.013, -0.021, 0.011]],
  "mulliken_charge": [-1.51, -0.09, -0.54, -1.33, -0.40, -1.32, -0.31, -0.50, -0.75, -1.17, -0.76, -0.54, -0.31, -1.01, -0.90, 0.74, -0.63, -0.57, -0.10, 0.80, -0.63, -0.62, -0.58, -0.33, -1.32, 0.06, 0.30, 0.26, 0.57, 0.18, 0.24, 0.43, 0.41, 0.38, 0.41, 0.45, 0.09, 0.61, 0.61, 0.51, -0.05, 0.51, 0.24, 0.17, 0.51, 0.51, 0.47, 0.35, 0.44, 0.34, 0.34, -0.18, 0.55, 0.49, 0.36, 0.22, 0.53, -0.58, 1.09, 0.56, 0.42, 0.36, 0.36, -0.82, 0.28, -0.26, 0.27, 0.28, 0.28, -0.25, 0.34, -0.47, 0.24, -0.17, 0.30, -0.97, 0.47, -0.45, 0.35, 0.34, 0.26, -0.23, 0.18, -0.46, 0.23, 0.01, 0.32, -0.74, 0.40, -0.40, 0.30, 0.23, 0.22, 0.19, 0.17, -0.49, 0.31, -0.12, -0.07, -0.49, 0.17, -0.39, 0.31, 0.10, 0.31, -0.58, 0.26, -0.38, 0.31, 0.14, 0.22, -0.77, 0.34, -0.41, 0.25, 0.32, 0.26, -0.31, 0.11, -0.42, 0.15, 0.26, 0.22, -0.33, 0.41, -0.37, -0.12, 0.15, 0.30, -0.87, 0.43, -0.39, 0.27, 0.33, 0.26, -0.81, 0.40, -0.44, 0.32, 0.27, 0.27, -0.38, 0.30, -0.41, -0.10, 0.29, 0.31],
  "charge": -1,
  "orbital_gap_ha": 0.30770,
  "total_energy_ev": -109293.6832,
  "multiplicity": 1,
  "fmax_ev_per_a": 3.33
}